The following is a quantum chemistry calculation of C24H21BClCsN10O6 as an isolated structure, from OMol25.

The relative energy (zero: lowest compared OMol25 entry of this formula, charge and spin) comes out at 32.3 kcal per mole. As for the spin multiplicity: 2. As for the HOMO-LUMO gap (spin up / spin down): 4.91 / 4.91 eV. The total energy is -2431.44876 Eh. Its expectation value of S² is 0.753. As for the total charge: -1. The HOMO energy (spin up / spin down) comes out at -3.14 / -3.14 eV.

```
64
Properties=species:S:1:pos:R:3:lowdin_charge:R:1
C -1.8137 2.2756 6.0967 -0.168
C -1.8390 -0.5358 2.9650 -0.037
C 3.5948 -1.7400 -4.4657 -0.268
H -3.0650 3.3453 3.2843 0.118
H 3.5595 3.4240 3.4677 0.087
Cl 2.1836 -0.5619 0.3704 0.634
N -0.9927 1.7521 5.2019 0.062
N 0.1285 -0.6827 2.0779 -0.100
C 2.4581 2.8646 1.5984 -0.167
C -2.4394 -2.6744 -2.4150 -0.388
C 2.6855 0.3028 -3.6013 -0.157
H -3.6318 3.5771 5.9532 0.084
H -4.3104 1.7861 -0.1243 0.112
N -0.7192 0.1595 2.7504 0.116
H 2.0473 -1.2978 2.5803 0.096
H -2.4734 -2.5897 2.4299 0.120
C 2.6435 -2.4002 -3.6987 0.001
C 3.6053 -0.3504 -4.4058 -0.039
N -2.7650 1.4884 1.2310 0.041
C -3.3890 2.1688 0.2864 -0.186
C -0.8210 -4.4165 -2.3888 -0.344
H 5.2407 -3.0948 -4.6887 0.084
H 4.0500 -3.1934 -5.9773 0.085
C -0.4664 -1.8772 1.9029 -0.058
C -1.3284 -3.2329 -1.6931 -0.392
H 5.1786 -1.8305 -5.9225 0.070
O -3.6409 -3.4206 -4.3805 0.059
O -1.0848 0.3782 -4.3635 -0.060
C -2.5540 2.9411 4.1425 -0.074
N -1.6337 2.1787 1.5067 -0.043
C 1.5680 -0.4932 2.0306 -0.474
H 1.8295 0.4615 2.4626 0.056
N 1.7755 -0.3271 -2.8613 -0.014
N -1.4537 2.1667 4.0002 -0.027
H 0.0242 -2.6695 1.3547 0.130
H 2.6809 1.3871 -3.5470 0.103
Cs -0.9565 -0.0015 -1.1331 1.152
O -0.7871 -2.7178 -0.6600 -0.272
O 0.1940 -5.0544 -2.1036 0.018
N 1.2322 2.4352 1.3569 0.055
H 2.5635 -3.4805 -3.6961 0.126
H 3.1450 3.0041 0.7784 0.104
C 4.5721 -2.5019 -5.3154 -0.048
C -2.7526 -3.5668 -3.5585 -0.312
H -1.6536 2.0825 7.1461 0.094
C -2.8237 3.0420 5.4858 -0.072
C -1.7345 -4.6788 -3.5413 -0.298
O -1.6492 -5.5941 -4.3410 0.068
C -1.5681 3.3025 0.7544 -0.100
C -1.7263 -1.8183 2.4523 0.016
N -1.1324 1.5055 -4.2019 0.051
B -0.7658 1.7552 2.6990 -0.671
C 1.7684 -1.6625 -2.9191 -0.149
C 1.4705 2.7367 3.5568 -0.079
H -2.6791 -0.0494 3.4277 0.134
H -2.9294 4.0753 -0.7941 0.092
N 0.6245 2.3659 2.5656 -0.031
H -0.7325 3.9751 0.8349 0.116
C -2.6765 3.3336 -0.0564 -0.070
H 1.1515 2.7138 4.5850 0.106
O -3.0146 -1.5814 -2.1664 -0.210
H 1.0374 -2.1830 -2.3079 0.082
H 4.3214 0.2218 -4.9833 0.103
C 2.6694 3.0727 2.9750 -0.064
```

***

The following is a quantum chemistry calculation of C24H21Br2O6S as an isolated structure, from OMol25.

As for the HOMO-LUMO gap: 5.41 eV. The total energy is -6924.68381 Eh. As for the total charge: -1. The HOMO energy comes out at -3.40 eV.

```
54
Properties=species:S:1:pos:R:3:nbo_charge:R:1
O 1.3956 2.2123 -0.7899 -0.606
H 4.5873 -0.9831 -0.0863 0.212
H 1.5264 -0.4099 1.0180 0.208
H 2.2755 -0.8637 7.4431 0.193
H 1.1722 -0.8379 -7.5853 0.209
H 5.6502 0.4217 -0.2288 0.208
H 2.9061 -0.4608 3.0207 0.210
C 1.2467 -0.2429 4.3980 0.269
O 2.0494 -0.5031 5.4679 -0.509
C 1.0517 -0.2511 1.9821 -0.237
H 5.0586 -0.3765 -1.6970 0.208
C -1.1267 0.0496 0.8242 -0.128
Br -5.8647 1.4599 -1.1890 0.045
C 1.3197 1.0112 -0.9445 0.750
H -2.5645 -1.5594 2.4824 0.225
H -3.0084 1.3916 -0.7063 0.237
Br -5.3407 -2.1106 3.2676 0.022
C 0.0571 -1.4389 -5.8307 -0.222
H 1.7899 1.3822 -6.6266 0.210
C -0.1467 0.0140 4.4818 -0.305
C 3.6225 0.8908 -0.6530 -0.077
O 2.4081 0.2090 -1.0865 -0.533
H 0.0708 -0.8239 -0.9418 0.263
C 0.6837 1.0793 -4.7923 -0.220
H -1.9489 0.3943 3.4818 0.220
O -6.6749 -0.3377 1.1644 -0.603
H -0.6108 0.0755 5.4725 0.212
H 0.8935 2.0773 -4.4096 0.243
C -4.7486 0.5356 0.0268 -0.200
H -0.1764 -2.4315 -6.2217 0.212
C 1.8321 -0.3055 3.1063 -0.248
H 0.7448 -1.5228 6.7753 0.181
H 3.4587 1.2480 0.3761 0.190
C 4.7820 -0.0781 -0.6771 -0.625
C -0.3552 -0.0312 2.0169 -0.017
C -0.0825 0.1878 -4.0287 -0.224
C -0.9043 0.1443 3.3326 -0.213
C -0.4172 -1.0622 -4.5679 -0.213
C -4.5051 -1.0429 1.9340 -0.190
C 0.8233 -0.5500 -6.5899 -0.212
C 1.4383 -0.6691 6.7711 -0.253
C -3.1508 -0.9727 1.7910 -0.197
H 3.8214 1.7445 -1.3158 0.192
C -3.3943 0.6410 -0.0236 -0.146
S -0.8864 0.7219 -2.4982 2.137
H 0.9100 0.2432 7.0828 0.176
C -5.4463 -0.2948 1.0498 0.422
C -2.5142 -0.1252 0.8221 -0.098
O -2.0963 -0.0840 -2.4154 -0.964
C 0.0055 0.2764 -0.9646 -0.841
H -1.0712 -1.7278 -4.0075 0.244
C 1.1571 0.6986 -6.0557 -0.212
O -1.0059 2.1594 -2.5857 -0.939
H -0.6971 0.8277 -0.0700 0.335
```

***

The following is a quantum chemistry calculation of C24H21CeClN2P as an isolated structure, from OMol25.

As for the spin multiplicity: 2. As for the HOMO-LUMO gap (spin up / spin down): 7.25 / 7.20 eV. The total energy is -2312.56375 Eh. Its expectation value of S² is 0.753. As for the total charge: +2. The HOMO energy (spin up / spin down) comes out at -15.03 / -14.94 eV.

```
50
Properties=species:S:1:pos:R:3:lowdin_charge:R:1
C 2.9946 2.0815 0.8073 -0.114
C 1.7402 -1.6057 -2.7592 -0.086
H 3.5945 3.8722 1.8348 0.122
H 4.7224 -1.5253 -1.1190 0.121
H 4.5996 0.7226 -1.8683 0.104
H 5.5820 4.2448 0.3852 0.125
C 2.0985 -2.4207 -3.8326 -0.039
H -0.2052 3.1580 0.2290 0.130
Ce 0.0000 0.0000 0.0000 0.664
C -4.0382 0.1848 -1.7238 -0.157
C 2.6885 -1.2461 -1.7937 -0.315
H 1.3544 -2.6927 -4.5763 0.123
C 3.9932 -1.7515 -1.8922 -0.069
C 4.3878 1.3961 -1.0452 -0.049
H 3.2335 -3.6424 4.0909 0.128
N -4.8569 -0.5989 -1.9636 0.238
C 1.8027 -2.4556 1.2453 -0.102
C 2.0312 -3.2897 2.3368 -0.030
C 5.2107 2.5019 -0.8252 -0.029
H 4.2305 -0.1329 1.8171 0.116
H 1.4100 -4.1685 2.4839 0.127
H 1.0099 -2.6880 0.5357 0.103
C 3.0542 -2.9926 3.2391 -0.020
C 3.8464 -1.8597 3.0459 -0.023
C -2.2907 2.8040 0.1888 -0.002
H 2.1083 1.9201 1.4174 0.099
H 6.0633 2.6738 -1.4763 0.125
C -0.9891 2.7058 -0.3591 -0.095
C 3.2807 1.1702 -0.2231 -0.326
H 5.9136 3.7481 -5.7125 -0.001
C 3.4066 -2.8928 -3.9418 -0.026
H -4.2830 1.9848 0.1948 0.159
H 3.6875 -3.5301 -4.7758 0.126
C 4.9375 3.3867 0.2162 -0.030
C -3.0431 1.1802 -1.3929 -0.230
C 3.8225 3.1770 1.0316 -0.044
C -3.3171 2.0201 -0.3167 -0.028
P 2.1277 -0.2414 -0.3681 0.780
N -0.6899 1.7755 -1.3291 -0.109
H 5.7385 3.1913 -6.1730 0.001
H -2.4890 3.3884 1.0820 0.142
C -1.7439 1.1620 -1.9715 -0.067
H 5.3637 -2.9520 -3.0377 0.126
C 3.6171 -1.0174 1.9581 -0.040
H 4.6447 -1.6286 3.7458 0.127
H 0.7181 -1.2518 -2.6422 0.081
C 4.3512 -2.5645 -2.9661 -0.027
C 2.5930 -1.3092 1.0479 -0.328
Cl -2.0824 -0.3213 0.9409 0.380
H -1.5475 0.3429 -2.6497 0.140
```

***

The following is a quantum chemistry calculation of a 2-piece molecular cluster, C24H21ClFNO2 overall, from OMol25.

The relative energy (zero: lowest compared OMol25 entry of this formula, charge and spin) comes out at 83.7 kcal per mole. As for the HOMO-LUMO gap: 2.66 eV. The total energy is -1692.30021 Eh. The HOMO energy comes out at -5.56 eV.

```
50
Properties=species:S:1:pos:R:3:nbo_charge:R:1
H 3.5414 2.7363 -0.1348 0.218
C -4.8936 -1.1095 -0.5701 -0.191
H -4.6766 -0.9497 -4.4606 0.225
C -0.1030 -1.7595 -0.9307 -0.087
C -2.2836 3.0249 1.8416 -0.288
C 4.7724 1.2444 0.8342 -0.222
H 5.7136 1.6371 0.4434 0.224
H -3.1266 3.5942 1.4649 0.244
C -0.0885 1.6294 2.9319 -0.141
H 0.2314 -2.3138 -0.0411 0.158
C 1.0032 -1.3468 -1.8180 0.718
C 3.5604 -0.4462 2.1029 -0.209
H -2.6295 -1.4160 -3.1331 0.254
C -3.6659 -1.3763 -1.2420 -0.087
H -4.9251 -1.1796 0.5233 0.217
C -2.3810 2.2902 3.0310 0.429
H 4.4512 -2.1287 -0.1716 0.217
H 1.1792 2.8169 -0.0625 0.215
N -1.3135 -1.5243 -1.2775 -0.410
C -6.0170 -0.7691 -1.3105 -0.238
C -5.9552 -0.7084 -2.7156 -0.048
C -2.4166 -1.6910 -0.5893 0.028
F -3.6043 2.2110 3.6432 -0.322
H -6.9624 -0.5713 -0.8153 0.224
H -0.9696 3.4946 0.2064 0.222
C 1.1631 2.1270 0.7879 -0.048
O 0.9050 -0.6812 -2.8322 -0.608
C -4.7437 -0.9787 -3.3791 -0.231
C 2.3442 0.1300 1.7333 -0.172
H 3.5241 -0.3943 -1.9243 0.183
Cl -7.3402 -0.3006 -3.6286 0.018
C 3.5713 1.8453 0.4939 -0.166
C -3.5998 -1.2744 -2.6428 -0.169
H 0.7854 1.1770 3.3953 0.227
C 4.5152 -2.2095 -1.2625 -0.626
C 2.3335 1.3577 1.0085 -0.108
H 5.4754 -1.7886 -1.5690 0.212
H 3.5557 -1.3350 2.7388 0.223
H -1.4241 1.0738 4.5558 0.243
O 2.1608 -1.8322 -1.2919 -0.528
H 3.3158 -1.8128 -3.0105 0.192
H 4.4996 -3.2662 -1.5578 0.211
C 3.3920 -1.4869 -1.9652 -0.071
H 5.7313 -0.2924 2.0319 0.222
C -1.3055 1.6097 3.6116 -0.288
C 0.0247 2.2123 1.6275 -0.143
H 1.3950 -0.3294 2.0192 0.226
H -2.4146 -2.0409 0.4637 0.156
C 4.7792 0.1319 1.6919 -0.190
C -1.0844 2.9697 1.1543 -0.114
```

***

Number 1: largest force on an atom 0.490 eV Å⁻¹. Number 2: largest force on an atom 6.985 eV Å⁻¹. Number 3: largest force on an atom 16.127 eV Å⁻¹. Number 4: largest force on an atom 1.932 eV Å⁻¹.